This record from the Open Molecules 2025 dataset describes a structure of composition C62H58FFeN2P2. The level of theory is ωB97M-V with the def2-TZVPD basis set.

Element x y z (Å)
H -5.54616 3.27787 0.73066
C 0.50964 -2.19163 3.20046
H 1.22464 0.12767 -1.60174
C -1.77516 3.02877 1.43756
C 0.23694 -2.99633 -0.09624
C 6.44604 0.97907 1.06466
H -5.87466 0.22017 -2.98354
C 5.33424 0.23287 0.72186
C -2.41946 5.71217 -2.44784
H 5.72994 -2.18843 -1.52934
C -5.02426 -0.21903 -2.48194
C -1.19556 2.17487 -1.92214
H 3.15514 -0.09143 3.24266
C 2.54044 -3.40123 3.57676
H -4.06976 -2.96603 2.44706
H -1.71216 2.56547 -4.52394
C -3.80806 -2.78743 1.40316
C 1.25794 1.95897 3.13366
C 0.12544 -5.36093 -0.26894
H -2.42586 0.97977 4.39556
C -1.42936 1.78377 -0.66854
C -2.79436 -1.27433 -1.17114
H -0.29896 -0.68043 -4.99064
H -4.60616 4.30197 2.76726
H -1.69646 -3.58733 -3.13814
C -1.54236 -1.43153 -3.38924
H -4.07956 2.10697 -0.86384
H 0.91014 0.02077 7.90196
H -0.56566 -2.18013 3.06396
N 1.56044 1.17537 0.85236
C 5.65284 -2.82083 -3.57384
H -1.78376 4.58537 -0.75654
H -2.81766 -3.92363 -1.15434
H -3.09866 0.95997 6.77796
H 1.56694 -0.00103 5.53806
C 1.16604 -3.39023 3.39666
H 2.05454 1.79327 3.87146
C -4.48656 3.20227 0.93086
C -1.18536 -5.23693 -0.71274
C -1.90176 3.44687 -3.92784
H 2.57654 1.05407 -2.36314
H 6.80664 0.97997 2.08366
C -3.99476 -1.05183 -0.46584
C 0.54354 0.22067 5.80326
C 2.58894 -1.00853 3.31296
C -0.38566 0.48747 4.80096
C 0.17484 0.22667 7.13436
C -1.69846 0.76027 5.16376
C -1.14106 0.48387 7.48216
H -0.86346 -3.09273 -4.61254
H 3.32644 3.32067 -0.88834
C 0.84354 -4.21323 0.04896
C -3.96076 3.77387 2.08126
H -0.70736 2.97897 1.59446
H 3.05874 -4.33483 3.75446
C 2.53564 3.17437 1.18226
C -5.08196 -0.51063 -1.13464
H 1.86174 -4.26653 0.40006
F 0.91794 -1.82443 0.21016
H -2.18556 4.12337 3.22696
C 2.21764 0.57997 -1.44604
H -2.74376 -2.95973 1.28596
C -1.28266 -0.48903 -4.56484
C 3.20954 -1.51423 -3.66834
H 2.86644 4.08117 1.65906
P 3.36454 -0.79583 -0.90724
H -2.36276 -0.43383 1.71796
C 5.16654 -2.17753 -2.45464
C -2.07476 0.75467 6.49696
C 7.09704 1.73087 0.10206
H 2.24764 -1.02533 -3.70524
H -1.74936 -6.12433 -0.97104
H -5.99186 -0.31073 -0.58134
C -3.44126 -0.37443 1.90766
C 6.64234 1.71777 -1.20684
C 4.92264 -2.80383 -4.75254
P 0.13014 0.49237 3.01286
H 7.95894 2.32677 0.36886
H -0.61556 1.54317 -2.58444
H 6.59574 -3.35023 -3.53224
H 0.66884 2.81647 3.48616
C -2.28806 2.46077 0.25676
H 4.79884 -0.34473 1.46346
C 1.79254 2.16527 1.75456
C -2.76606 -1.06383 -2.57114
C -3.88036 -0.53193 -3.19344
C 4.86704 0.22087 -0.58504
C -1.09666 -2.81243 -0.51434
H 5.30744 -3.30353 -5.63134
C 3.24554 -2.21063 3.52436
N -1.62006 -1.58733 -0.50514
C -1.68686 -2.85493 -3.93964
H -1.43556 0.47377 8.52196
H 4.31874 -2.21643 3.66666
C 2.16514 1.54817 -0.31014
H -2.98146 6.62297 -4.30964
C 5.53834 0.96057 -1.55294
H -1.32326 0.54567 -4.24564
C -2.59776 3.67817 2.33006
H -3.86366 -0.34393 -4.25604
C -1.78676 -4.00713 -0.84174
C 3.94704 -1.50223 -2.49144
C 1.20714 -0.98543 3.17656
H -2.01096 -0.63203 -5.35974
H 5.19244 0.95327 -2.57844
C 3.70294 -2.15243 -4.79374
H -3.76976 0.64137 1.71426
C -1.95416 4.57257 -1.82144
H -4.34896 -3.50413 0.78956
H -3.62096 -0.61513 2.95526
C -1.68206 3.41077 -2.54794
H -0.66906 -1.39993 -2.72884
H -5.25466 -1.24403 1.21036
C -2.63076 5.72707 -3.81674
C -2.37746 4.58257 -4.55214
Fe -0.40826 0.17297 0.54246
H 7.15144 2.30387 -1.96124
H 0.60554 -4.31443 3.41966
H -2.55276 4.57837 -5.62024
H 0.57254 -6.33653 -0.15204
C -3.67376 2.54927 0.03276
H 3.13074 -2.15243 -5.71054
C 2.78274 2.76987 -0.14424
H -2.61896 -2.93703 -4.49564
H -2.61996 6.60237 -1.86614
C -4.18186 -1.35863 1.00756

Force components x, y, z for each atom (eV/Å):
-0.1 0.0 0.0
0.0 0.1 0.0
0.2 0.2 -0.2
0.0 -0.3 -0.5
-0.3 0.3 0.0
0.2 0.1 0.1
-0.1 0.0 -0.1
-0.1 0.0 -0.1
0.0 0.2 0.0
0.1 0.0 0.0
-0.1 -0.1 -0.1
0.0 -0.1 0.3
0.1 0.1 0.0
0.0 -0.1 0.0
-0.1 0.0 0.1
0.1 -0.1 0.0
-0.2 0.1 -0.1
-0.1 0.0 -0.3
-0.1 -0.2 0.0
-0.1 0.0 -0.1
1.3 -1.5 0.5
-0.6 0.2 -0.3
0.1 0.0 0.0
-0.1 0.0 0.1
0.0 -0.1 -0.1
0.0 0.0 -0.1
-0.1 -0.1 -0.1
0.0 0.0 0.0
-0.1 -0.1 0.0
-0.7 -0.7 -0.4
0.1 -0.1 0.0
0.0 0.0 0.0
-0.1 0.0 -0.1
-0.1 0.0 -0.1
0.1 0.0 0.0
0.0 -0.2 0.1
-0.2 -0.1 0.0
-0.2 0.1 0.1
0.2 -0.3 -0.1
0.0 -0.1 0.1
-0.1 0.0 0.0
0.0 0.0 0.1
0.1 -0.1 0.1
0.1 0.0 -0.1
-0.1 0.1 -0.1
-0.4 0.0 -0.4
0.0 0.0 0.1
0.0 0.0 -0.2
-0.1 0.0 0.1
0.1 0.0 -0.1
0.2 0.0 -0.2
0.2 0.1 0.0
0.0 0.1 0.1
0.2 0.1 0.0
0.0 0.0 0.0
0.0 0.1 0.3
-0.1 0.0 -0.1
0.2 0.1 0.0
-0.4 -0.5 0.1
0.1 0.0 0.0
0.0 -0.2 0.2
0.1 -0.1 0.0
0.0 0.0 0.2
0.0 0.1 0.1
0.0 0.1 0.1
0.4 0.4 -0.2
-0.4 0.0 0.2
0.0 -0.1 0.0
-0.1 0.0 0.2
0.1 0.0 0.1
-0.1 0.1 0.0
0.0 -0.1 0.0
0.0 0.0 0.0
0.0 -0.1 -0.2
0.0 0.1 -0.2
0.0 0.0 -0.1
0.8 0.2 1.4
0.1 0.0 0.0
0.2 -0.1 0.0
0.1 0.0 0.0
0.0 -0.2 0.0
-0.7 0.8 0.6
0.0 0.0 0.1
0.0 0.1 0.2
0.1 -0.1 0.2
-0.1 0.0 -0.1
-0.2 -0.2 0.1
0.1 -0.6 0.0
0.0 0.0 -0.1
0.2 0.0 0.1
1.2 1.3 1.1
0.1 0.0 0.2
0.0 0.0 0.1
0.0 0.0 -0.1
0.1 0.0 -0.1
-0.1 0.1 0.0
-0.1 0.0 0.1
0.0 0.1 0.0
-0.3 0.1 0.2
0.0 0.1 -0.2
0.1 0.4 0.2
-0.2 -0.2 0.1
-0.1 -0.1 -0.3
-0.1 0.0 -0.1
0.0 0.0 -0.1
0.0 -0.1 -0.2
0.0 0.2 0.1
0.1 0.0 0.0
0.0 -0.2 -0.1
0.0 0.0 0.1
-0.3 0.2 -0.3
-0.1 0.0 0.0
0.1 0.0 -0.1
-0.1 0.1 -0.1
0.0 0.1 -0.2
-0.3 0.3 -1.6
0.0 0.0 0.0
0.0 0.0 -0.1
0.0 0.0 -0.1
0.1 0.0 0.0
0.5 0.0 0.0
-0.1 0.0 -0.1
-0.1 0.0 -0.3
-0.1 0.0 -0.1
0.0 0.0 0.1
0.2 -0.1 0.3

Output
Multiplicity ... 5
HOMO energy (alpha / beta) ... -0.16196 / -0.16312 Ha
Net charge ... -1